The following is a quantum chemistry calculation of a single C20H22F3NO2S molecule in a non-equilibrium geometry, from the OMol25 dataset.

Summary:
structure (SMILES)	Cc1ccc([C@H]([C@@H](c2ccccc2)N2CCCC2)S(=O)(=O)C(F)(F)F)cc1
energy above the lowest of the compared OMol25 structures with the same formula, charge and spin	70.9	kcal/mol
highest occupied orbital energy	-7.2	eV
orbital gap	7.858	eV
multiplicity	1
LUMO level	0.629	eV

Cartesian coordinates (Å):
C -4.7014 -0.4707 -3.4266
C -3.3533 -0.3707 -2.7623
C -2.6938 -1.5318 -2.3469
C -1.4246 -1.4751 -1.7506
C -0.7941 -0.2527 -1.5590
C 0.5548 -0.0729 -0.9009
C 0.6527 0.4472 0.7230
C -0.4412 -0.2134 1.4507
C -1.1087 0.5656 2.4003
C -2.1286 0.0351 3.1786
C -2.5663 -1.2789 2.9523
C -1.8991 -2.0821 2.0115
C -0.8218 -1.5653 1.2738
N 1.7900 0.7230 1.4274
C 1.9046 0.5816 2.8927
C 3.2969 1.1139 3.2752
C 3.8145 1.8656 2.0397
C 2.9071 1.4483 0.8591
S 1.6682 0.4323 -2.3381
O 0.9243 0.5009 -3.5846
O 2.4363 1.5721 -1.8529
C 2.8802 -1.0175 -2.5882
F 3.8134 -0.6602 -3.5069
F 3.4836 -1.3086 -1.3939
F 2.1737 -2.0988 -3.0268
C -1.4135 0.8960 -2.0649
C -2.6640 0.8391 -2.6590
H -5.0862 0.5229 -3.6629
H -4.6982 -1.0538 -4.3572
H -5.3790 -0.9796 -2.7346
H -3.1845 -2.5013 -2.4668
H -0.9238 -2.3914 -1.4155
H 1.0657 -0.9598 -0.4542
H 0.3985 1.3422 -0.0541
H -0.7340 1.5813 2.5726
H -2.5867 0.6843 3.9373
H -3.3991 -1.6813 3.5381
H -2.2435 -3.1202 1.8389
H -0.2739 -2.2719 0.6263
H 1.7504 -0.4576 3.2337
H 1.1271 1.1914 3.3925
H 3.9598 0.2922 3.5754
H 3.2064 1.7500 4.1653
H 3.7366 2.9494 2.2143
H 4.8839 1.6630 1.8669
H 2.6069 2.3479 0.2967
H 3.5331 0.8372 0.1798
H -0.9193 1.8714 -1.9842
H -3.1301 1.7617 -3.0310

---

The following is a quantum chemistry calculation of a 2-piece molecular cluster, C20H22F3NOS2 overall in a non-equilibrium geometry, from the OMol25 dataset.

Summary:
energy above the lowest of the compared OMol25 structures with the same formula, charge and spin	0.0	kcal/mol
highest occupied orbital energy	-6.9	eV
orbital gap	6.889	eV
multiplicity	1
LUMO level	0.034	eV

Cartesian coordinates (Å):
C -1.1310 0.0116 -1.2200
S -0.2017 -0.8789 -2.4978
C 0.6299 0.4711 -3.3974
C 1.0740 -1.5838 -1.5826
C 1.3190 -2.9640 -1.7643
C 2.6148 -3.5826 -1.6272
C 2.7396 -4.9503 -1.8383
C 1.5960 -5.7472 -2.0840
C 1.7160 -7.1846 -2.1603
N 1.8499 -8.3473 -2.2481
C 0.3220 -5.1556 -2.1993
C 0.1823 -3.7860 -2.0414
H -1.6208 -0.7684 -0.6251
H -0.4105 0.5800 -0.6113
H -1.8747 0.6741 -1.6863
H 0.6588 0.1287 -4.4322
H 0.0513 1.3917 -3.3192
H 1.6298 0.5639 -2.9792
H 1.7637 -0.8948 -1.0809
H 3.4804 -2.9522 -1.3907
H 3.7179 -5.4418 -1.7499
H -0.5637 -5.7880 -2.3420
H -0.8347 -3.3609 -2.0514
C -1.6746 2.1917 3.8123
C -1.3898 1.6262 2.4131
C -2.5312 0.7454 1.9069
C -1.1463 2.8074 1.4950
C 0.1083 3.3937 1.5074
C 0.3480 4.5204 0.7212
C -0.6665 4.9890 -0.1416
C -1.9470 4.4213 -0.1232
C -2.1943 3.3545 0.7433
O -0.1420 0.9181 2.5726
S 0.6599 -0.0625 1.4477
C 2.1430 0.0911 2.4408
F 1.9646 -0.4620 3.6709
F 3.2009 -0.5193 1.8226
F 2.4742 1.4121 2.6323
H -2.6572 2.7077 3.8066
H -1.6990 1.3973 4.5638
H -0.8877 2.9149 4.0959
H -3.4797 1.3064 1.9351
H -2.3474 0.4141 0.8788
H -2.6210 -0.1522 2.5379
H 0.8867 2.9773 2.1529
H 1.3213 5.0145 0.7889
H -0.4596 5.7880 -0.8553
H -2.7615 4.8069 -0.7566
H -3.2105 2.9634 0.8595

---

The following is a quantum chemistry calculation of C20H22FN3Pt as an isolated structure, from the OMol25 dataset.

Summary:
charge	+2
highest occupied orbital energy (alpha / beta)	-14.4 / -14.8	eV
orbital gap (alpha / beta)	8.620 / 5.013	eV
multiplicity	5
LUMO level (alpha / beta)	-5.823 / -9.806	eV

Cartesian coordinates (Å):
Pt 0.1137 0.3551 -0.3138
N -1.6608 -2.3804 0.0818
C -0.7638 -2.5427 -0.9658
C -0.7187 -3.7958 -1.5878
C 0.1729 -4.0082 -2.6105
C 1.0107 -2.9683 -3.0163
C 0.9141 -1.7708 -2.3630
N 0.0496 -1.5584 -1.3463
C -2.3274 -1.2794 0.5968
C -3.5475 -1.5158 1.2442
C -4.2289 -0.4682 1.8118
C -3.6960 0.8197 1.7286
C -2.5047 0.9836 1.0792
N -1.8193 -0.0464 0.5255
H -2.1433 -3.2401 0.2968
H -1.3929 -4.5786 -1.2670
H 0.2146 -4.9706 -3.1021
H 1.7175 -3.0917 -3.8231
H 1.5337 -0.9272 -2.6355
H -3.9476 -2.5204 1.2786
H -5.1740 -0.6424 2.3081
H -4.2017 1.6726 2.1558
H -2.0430 1.9552 0.9770
C 1.8390 3.8465 -1.5059
C 0.4890 3.1977 -1.8058
C -0.5130 3.4933 -0.6821
C 0.6458 1.7222 -2.0474
H 1.7286 4.9231 -1.3831
H 2.5531 3.6734 -2.3106
H 2.2579 3.4464 -0.5777
H 0.0742 3.6253 -2.7241
H -0.1536 3.0746 0.2683
H -1.5020 3.0908 -0.9096
H -0.6147 4.5694 -0.5399
H 0.0926 1.2741 -2.8699
H 1.6688 1.3335 -1.9390
F 3.7986 -0.8940 4.4082
C 3.0192 -0.6473 3.4017
C 1.6227 -0.6300 3.6229
C 0.8155 -0.3669 2.5596
C 1.3551 -0.1040 1.2590
C 2.7768 -0.1433 1.0940
C 3.6069 -0.4094 2.1392
H 1.2510 -0.8203 4.6211
H -0.2575 -0.3429 2.6999
H 3.2040 0.0486 0.1176
H 4.6849 -0.4418 2.0509

---

The following is a quantum chemistry calculation of a single C20H22FNO4 molecule, from the OMol25 dataset.

Summary:
structure (SMILES)	Cc1ccc(C)c(OCCC(=O)OCC(=O)NCc2ccc(F)cc2)c1
energy above the lowest of the compared OMol25 structures with the same formula, charge and spin	0.0	kcal/mol
highest occupied orbital energy	-8.5	eV
orbital gap	9.098	eV
multiplicity	1
LUMO level	0.568	eV

Cartesian coordinates (Å):
C -3.8534 -1.3090 -1.2041
C -2.6770 -1.4053 -0.2824
C -2.8518 -1.6504 1.0707
C -1.7576 -1.7756 1.9080
C -0.4643 -1.6672 1.4272
C 0.7269 -1.8345 2.3200
C -0.2897 -1.4099 0.0619
O 1.0156 -1.2962 -0.3593
C 1.3039 -1.3756 -1.7404
C 2.7836 -1.7483 -1.8730
C 3.6225 -0.8625 -0.9732
O 4.3924 -1.2584 -0.1432
O 3.3746 0.4293 -1.2207
C 3.9820 1.3997 -0.3781
C 2.9479 2.1324 0.4839
O 3.1274 3.2767 0.8409
N 1.8743 1.3953 0.8144
C 0.7465 1.9631 1.5152
C -0.5086 1.9470 0.6825
C -0.4457 2.1776 -0.6863
C -1.5946 2.1905 -1.4550
C -2.8106 1.9771 -0.8335
F -3.9381 1.9962 -1.5772
C -2.9037 1.7425 0.5250
C -1.7438 1.7247 1.2765
C -1.3845 -1.2780 -0.7766
H -4.1590 -2.3067 -1.5216
H -4.7001 -0.8442 -0.7052
H -3.6111 -0.7318 -2.0925
H -3.8494 -1.7505 1.4716
H -1.9095 -1.9756 2.9589
H 1.1657 -0.8693 2.5700
H 1.4954 -2.4187 1.8178
H 0.4443 -2.3322 3.2440
H 1.1116 -0.4072 -2.2212
H 0.6865 -2.1442 -2.2200
H 2.9467 -2.7813 -1.5663
H 3.1004 -1.6201 -2.9078
H 4.7147 0.9123 0.2765
H 4.4910 2.1323 -1.0088
H 1.7623 0.4552 0.4548
H 1.0240 2.9964 1.7553
H 0.5769 1.4241 2.4529
H 0.5113 2.3589 -1.1531
H -1.5587 2.3724 -2.5178
H -3.8681 1.5773 0.9775
H -1.8015 1.5390 2.3382
H -1.2474 -1.0675 -1.8264

---

| no. | calculated total energy (Ha) |
| --- | --- |
| 1 | -1678.16765 |
| 2 | -2001.15330 |
| 3 | -1158.05625 |
| 4 | -1230.95068 |